Run A
Density functional theory data (ωB97M-V/def2-TZVPD) for a 15-piece molecular cluster, C45H90O45 overall.

Each line ends with the Löwdin charge.
Cartesian coordinates (Å):
O: 0.04 -6.25 0.99  -0.0442
O: 2.24 -0.76 -2.39  0.0128
O: 1.93 -0.46 -4.49  -0.0052
O: 5.63 2.98 -2.59  0.0140
O: 0.94 -0.10 0.70  -0.0135
O: -8.29 1.02 1.61  0.0165
O: 6.00 -0.18 2.14  0.0101
O: 5.40 3.21 3.53  0.1288
O: 3.50 3.96 4.46  0.0136
O: -0.84 0.67 -0.48  0.1431
O: 0.95 -3.84 -2.86  0.0331
O: -0.29 5.85 2.01  0.1349
O: 0.69 4.62 0.36  0.0016
O: -0.68 -1.40 0.36  0.0172
O: 6.97 -2.02 2.70  0.0085
O: -3.96 1.88 3.38  0.1265
O: -5.05 -8.35 2.58  0.0178
O: 1.90 5.89 1.64  -0.0241
O: -3.68 1.49 -1.54  0.0280
O: 1.18 -4.42 1.11  0.0079
O: 4.02 -0.92 -3.79  0.1166
O: 2.25 -6.37 1.42  0.1343
O: 0.73 2.39 -6.29  -0.0224
O: 5.36 4.67 5.26  0.0125
O: -2.96 3.63 -1.72  0.1334
O: -4.27 -6.70 1.47  0.0121
O: 8.18 -0.41 1.65  0.1249
O: 3.88 2.59 -1.25  0.1009
O: -3.41 2.32 -3.49  0.0052
O: 0.68 4.79 -2.79  -0.0341
O: -3.01 0.19 4.57  0.0212
O: -3.51 -2.79 2.79  0.1190
O: 0.01 6.81 -2.91  0.0153
O: -4.89 -4.20 3.88  0.0201
O: -1.33 1.69 -6.96  0.1413
O: -0.34 5.47 -4.69  0.1353
O: -7.07 -0.22 3.03  0.1365
O: 4.61 4.67 -1.74  0.0318
O: -0.13 -5.83 -2.91  0.1345
O: -3.55 -8.76 0.96  0.1168
O: 2.04 -5.62 -2.41  0.0092
O: -6.99 -0.43 0.76  0.0210
O: -2.89 -4.83 3.63  0.0034
O: -0.29 0.97 -5.09  -0.0327
O: -1.77 1.69 3.71  0.0117
C: -0.41 1.70 -6.20  -0.6311
C: 3.09 -0.88 -1.26  -0.0310
C: 7.15 -0.83 2.13  -0.6118
C: 2.36 -3.66 1.32  -0.0099
C: -0.84 7.82 -3.42  -0.0556
C: -3.73 -3.82 3.40  -0.6180
C: 5.83 0.92 1.25  -0.0330
C: 1.16 3.58 -3.36  -0.0150
C: 2.85 -0.70 -3.58  -0.6035
C: -0.17 -3.08 -3.21  -0.0609
C: 3.52 5.29 -1.07  -0.0162
C: 1.61 1.15 0.62  -0.0272
C: 2.25 -6.98 -2.15  -0.0496
C: 1.27 -5.73 1.15  -0.6312
C: -7.45 0.05 1.92  -0.6012
C: 6.77 4.78 5.26  -0.0474
C: 2.18 6.89 2.61  -0.0119
C: -4.16 -0.25 5.28  -0.0320
C: -3.03 1.27 3.84  -0.6144
C: 8.08 -2.88 2.78  -0.0559
C: -0.60 4.44 -0.21  -0.0502
C: -1.55 -4.85 3.16  -0.0266
C: -5.95 -3.26 3.92  -0.0208
C: 0.68 5.50 1.38  -0.6283
C: -0.25 -0.16 0.16  -0.6071
C: -4.99 -9.69 3.05  -0.0306
C: -4.23 -8.01 1.61  -0.6283
C: 0.73 3.35 -7.34  -0.0419
C: -2.96 3.28 -4.42  -0.0388
C: -3.27 2.57 -2.20  -0.6007
C: 2.32 -0.39 -5.86  -0.0130
C: 5.66 1.63 -3.06  -0.0084
C: -1.48 2.82 2.90  -0.0367
C: 2.70 3.05 3.72  -0.0370
C: -1.84 -1.85 -0.33  -0.0138
C: 0.02 5.65 -3.56  -0.5959
C: -8.62 1.94 2.63  -0.0541
C: -1.38 0.13 -4.70  -0.0111
C: -5.79 -1.18 0.80  -0.0629
C: 4.81 3.91 4.30  -0.6038
C: 0.86 -5.15 -2.76  -0.6128
C: -3.86 1.69 -0.15  -0.0448
C: -3.73 -5.96 0.41  -0.0273
C: -0.14 -7.60 1.38  -0.0436
C: 4.66 3.35 -1.78  -0.6233
H: 1.51 -7.41 -1.48  0.0870
H: 4.87 1.50 -3.78  0.0915
H: -6.77 -3.84 4.34  0.1017
H: -0.81 -4.22 3.65  0.1060
H: 3.19 2.08 3.59  0.0938
H: -1.88 3.79 3.20  0.1054
H: -4.28 -6.07 -0.51  0.1060
H: -3.25 3.03 -5.44  0.0998
H: 0.19 4.25 -7.05  0.0900
H: 3.23 -7.07 -1.68  0.0986
H: 3.79 -0.05 -1.21  0.0661
H: 3.24 -0.92 -6.09  0.0982
H: -1.26 -0.80 -5.26  0.0981
H: -0.65 3.66 -0.96  0.0770
H: 6.70 1.52 1.02  0.1033
H: 1.75 3.67 -7.54  0.0958
H: 2.07 -2.62 1.19  0.0777
H: -5.04 -0.23 4.65  0.0742
H: -4.04 -1.26 5.66  0.0889
H: 7.19 5.54 4.60  0.0968
H: 0.18 -8.29 0.59  0.0990
H: -0.53 8.28 -4.36  0.0968
H: -1.04 5.34 -0.65  0.1026
H: 5.53 0.94 -2.22  0.0736
H: -5.81 -2.46 4.65  0.0793
H: -1.54 -4.71 2.08  0.0789
H: 7.22 3.85 4.91  0.0936
H: 2.32 -7.63 -3.03  0.0992
H: -5.05 -0.71 1.45  0.0841
H: 5.43 0.50 0.32  0.0775
H: -1.21 -7.82 1.39  0.0737
H: 0.33 2.94 -3.65  0.0833
H: -2.10 -2.89 -0.14  0.0907
H: -0.93 8.61 -2.68  0.0942
H: 2.40 3.42 2.74  0.0843
H: 8.17 -3.47 1.84  0.0964
H: -4.54 2.50 0.09  0.1148
H: -4.36 0.38 6.16  0.1020
H: 6.66 1.43 -3.43  0.1019
H: 0.30 -7.82 2.35  0.1042
H: 2.38 0.65 -6.16  0.0885
H: 3.18 7.30 2.50  0.0972
H: -1.77 2.57 1.89  0.0639
H: -2.68 -6.22 0.22  0.0888
H: -1.32 4.17 0.56  0.0751
H: -5.89 -2.22 1.09  0.0798
H: -2.92 1.87 0.38  0.0634
H: -9.17 2.78 2.23  0.0935
H: -1.59 -1.73 -1.38  0.0689
H: -3.34 4.29 -4.21  0.1010
H: -0.01 -2.04 -2.92  0.0714
H: 5.01 1.52 1.63  0.0682
H: 2.05 6.45 3.59  0.0974
H: -1.14 -3.45 -2.86  0.0965
H: -1.88 7.51 -3.56  0.0994
H: 0.94 1.89 1.08  0.0849
H: -3.62 -4.91 0.69  0.0802
H: -7.70 2.35 3.06  0.1010
H: 7.81 -3.72 3.42  0.0958
H: 2.73 -3.72 2.34  0.1037
H: 1.86 2.74 4.35  0.1013
H: 1.75 1.47 -0.41  0.0869
H: 3.13 -3.93 0.60  0.1013
H: -6.24 -2.84 2.96  0.0642
H: -5.72 -9.92 3.82  0.0928
H: 9.05 -2.39 2.79  0.0967
H: -0.32 -2.99 -4.30  0.0990
H: -2.33 0.59 -4.96  0.0866
H: -0.40 2.99 2.86  0.0764
H: 1.43 7.67 2.49  0.0990
H: 7.05 5.02 6.28  0.0951
H: -5.39 -1.26 -0.21  0.0980
H: 1.88 3.61 -4.18  0.1089
H: 3.75 6.34 -0.91  0.1016
H: -4.24 0.82 0.37  0.0612
H: 0.33 3.04 -8.31  0.0967
H: 1.68 3.07 -2.56  0.0865
H: 3.65 -1.81 -1.35  0.1089
H: -9.24 1.58 3.45  0.0964
H: 2.55 1.22 1.17  0.0913
H: 3.23 4.79 -0.15  0.0769
H: 2.56 -0.89 -0.31  0.0670
H: -2.73 -1.26 -0.12  0.0844
H: 2.60 5.28 -1.65  0.0794
H: -1.88 3.45 -4.36  0.0763
H: -1.24 -5.85 3.44  0.0964
H: 1.51 -0.89 -6.40  0.1011
H: -3.97 -9.85 3.42  0.0993
H: -5.15 -10.40 2.24  0.0953
H: -1.41 -0.08 -3.64  0.0935

HOMO: -10.658 eV


Run B
Density functional theory data (ωB97M-V/def2-TZVPD) for a 15-piece molecular cluster, C45H90O45 overall.

Each line ends with the Löwdin charge.
Cartesian coordinates (Å):
O: 22.44 1.01 15.10  0.0598
O: 22.37 9.48 16.55  -0.0235
O: 22.46 4.04 8.33  0.0010
O: 27.45 11.28 13.55  0.0052
O: 21.08 7.72 17.29  0.1093
O: 25.83 6.26 9.79  0.0080
O: 24.24 5.58 11.30  0.0839
O: 15.96 7.01 14.21  0.0141
O: 26.67 8.58 12.55  -0.0076
O: 17.51 2.77 15.51  0.0917
O: 19.58 5.32 5.22  0.0142
O: 17.19 10.85 11.08  -0.0043
O: 26.85 5.07 15.87  -0.0219
O: 21.73 7.63 11.90  0.0085
O: 25.17 10.39 9.36  -0.0274
O: 22.10 3.04 14.05  -0.0515
O: 28.38 7.08 12.81  0.0920
O: 19.76 11.69 12.70  0.0028
O: 18.15 2.60 10.44  0.0642
O: 26.25 13.12 13.39  0.1187
O: 21.27 3.21 10.13  0.1024
O: 18.36 4.40 17.00  0.0021
O: 20.26 6.63 13.31  0.0749
O: 28.12 8.61 11.12  0.0327
O: 18.10 0.57 9.39  -0.0393
O: 25.65 5.85 17.66  0.0842
O: 26.46 4.93 11.47  -0.0134
O: 18.68 9.75 10.01  0.0174
O: 19.68 13.88 12.93  -0.0106
O: 15.19 5.86 15.89  0.0074
O: 22.20 1.88 8.40  -0.0176
O: 19.81 6.84 11.00  -0.0753
O: 16.62 8.97 9.95  0.1074
O: 15.68 8.10 16.19  0.1318
O: 20.18 9.39 16.05  -0.0015
O: 18.17 5.95 6.69  -0.0213
O: 21.75 12.88 12.81  0.0560
O: 17.47 4.43 5.11  0.1012
O: 26.59 10.66 7.63  0.0073
O: 16.70 3.09 17.62  -0.0238
O: 27.13 11.59 9.64  0.0888
O: 24.68 5.15 15.73  0.0198
O: 19.06 0.63 11.40  -0.0269
O: 24.13 2.03 13.85  -0.0414
O: 25.55 11.23 14.51  -0.0114
C: 21.21 8.77 16.66  -0.4992
C: 26.37 11.97 13.78  -0.6317
C: 18.64 5.91 10.93  0.0082
C: 19.10 9.18 8.80  -0.0275
C: 24.90 6.69 8.78  -0.0265
C: 25.41 5.62 10.90  -0.4720
C: 29.35 8.42 10.48  -0.0243
C: 17.52 3.40 16.58  -0.4990
C: 22.88 1.94 14.36  -0.4814
C: 19.01 8.73 15.77  -0.0897
C: 19.53 1.36 12.58  -0.0089
C: 14.65 5.76 17.17  -0.0771
C: 21.87 0.59 8.91  -0.0488
C: 15.70 7.08 15.53  -0.5267
C: 20.32 10.36 12.60  -0.0158
C: 26.38 4.15 12.63  -0.0465
C: 22.42 4.16 13.15  -0.0169
C: 15.79 11.24 11.23  -0.0050
C: 21.93 3.07 9.09  -0.4725
C: 23.36 5.66 16.16  0.0121
C: 18.39 1.37 10.45  -0.4960
C: 25.70 5.35 16.52  -0.5698
C: 26.32 10.95 8.92  -0.5202
C: 24.28 11.68 14.73  -0.0617
C: 24.62 10.92 10.57  -0.0012
C: 17.50 1.03 8.17  -0.0315
C: 19.97 4.61 3.97  0.0033
C: 20.58 7.07 12.20  -0.5070
C: 25.17 1.04 14.11  -0.0150
C: 16.32 8.11 13.54  -0.0959
C: 28.06 5.50 16.33  -0.0814
C: 21.99 5.39 8.41  -0.0356
C: 20.49 12.83 12.75  -0.4987
C: 26.05 8.40 13.80  -0.0396
C: 17.03 5.84 7.45  -0.0763
C: 20.09 15.22 12.99  -0.0456
C: 17.45 9.75 10.34  -0.6491
C: 25.57 10.26 6.74  -0.0641
C: 22.81 7.91 12.82  -0.0215
C: 23.56 9.09 17.23  -0.0499
C: 18.33 5.19 5.57  -0.5784
C: 15.60 2.21 17.42  -0.0389
C: 27.79 7.97 12.17  -0.6013
C: 19.39 4.88 16.17  -0.0520
C: 28.54 11.94 12.83  0.0097
H: 23.75 7.38 12.67  0.0627
H: 23.23 6.74 16.07  0.0577
H: 15.30 5.48 17.99  0.0948
H: 19.69 8.30 9.04  0.0852
H: 15.33 10.69 12.05  0.0772
H: 22.92 3.74 12.28  0.0820
H: 26.30 3.09 12.42  0.0917
H: 15.49 1.61 18.33  0.0951
H: 17.09 6.33 8.42  0.0696
H: 21.43 4.45 12.81  0.0832
H: 19.54 9.62 12.41  0.0778
H: 19.59 5.09 3.06  0.0936
H: 14.65 2.73 17.29  0.0752
H: 24.01 7.09 9.26  0.0865
H: 16.08 7.83 12.52  0.1005
H: 17.93 0.31 7.47  0.0921
H: 15.65 8.95 13.73  0.0998
H: 19.81 9.86 8.33  0.0974
H: 29.42 11.31 12.70  0.0886
H: 15.21 10.99 10.34  0.0945
H: 23.70 10.34 10.69  0.0885
H: 22.64 6.05 7.83  0.0709
H: 23.58 11.50 13.92  0.0790
H: 25.33 0.34 13.29  0.0924
H: 14.04 4.86 17.17  0.0812
H: 18.67 8.25 16.69  0.1030
H: 18.22 9.44 15.50  0.1008
H: 16.42 0.93 8.21  0.0958
H: 28.87 4.98 15.82  0.1013
H: 16.77 4.82 7.75  0.0994
H: 23.68 9.71 18.12  0.1033
H: 22.51 5.22 15.64  0.0773
H: 20.96 10.24 11.73  0.0929
H: 19.06 7.94 15.02  0.0673
H: 21.04 4.44 3.89  0.0913
H: 25.10 8.93 13.87  0.0725
H: 18.64 1.85 12.97  0.0845
H: 22.01 5.72 9.45  0.0887
H: 20.83 10.09 13.52  0.0910
H: 19.87 4.24 15.43  0.0919
H: 29.13 8.34 9.41  0.1012
H: 30.01 7.60 10.76  0.0983
H: 20.20 5.31 16.76  0.0825
H: 22.57 -0.22 8.69  0.0890
H: 19.41 15.93 13.45  0.0953
H: 28.23 6.56 16.16  0.0989
H: 18.99 4.97 10.49  0.0717
H: 19.82 0.80 13.47  0.0970
H: 19.51 3.63 3.87  0.0868
H: 28.12 5.32 17.40  0.0974
H: 26.14 1.52 14.22  0.0811
H: 25.75 4.56 13.43  0.0834
H: 17.77 2.02 7.82  0.0839
H: 22.87 5.01 13.66  0.0642
H: 15.76 12.30 11.49  0.0964
H: 30.02 9.27 10.68  0.0949
H: 27.36 4.34 13.05  0.0927
H: 25.05 9.32 6.95  0.0754
H: 20.86 0.30 8.62  0.0901
H: 22.58 7.68 13.86  0.0923
H: 21.07 15.35 13.46  0.0961
H: 20.14 15.43 11.93  0.1003
H: 23.61 8.07 17.61  0.0794
H: 25.90 10.32 5.71  0.0977
H: 18.30 5.56 11.91  0.0882
H: 17.76 6.40 10.52  0.0717
H: 25.85 7.35 14.05  0.0939
H: 15.74 1.56 16.55  0.0930
H: 17.36 8.45 13.60  0.0823
H: 18.99 5.69 15.57  0.0744
H: 24.88 0.52 15.02  0.0930
H: 23.82 11.05 15.48  0.0711
H: 22.01 0.48 9.98  0.0908
H: 25.27 10.73 11.42  0.0841
H: 24.47 11.99 10.46  0.1138
H: 24.48 9.26 16.67  0.0878
H: 25.31 7.45 8.12  0.0797
H: 16.21 6.32 6.92  0.1045
H: 18.37 8.94 8.02  0.1044
H: 21.06 5.62 7.90  0.0947
H: 20.26 2.11 12.27  0.0714
H: 23.24 8.89 12.64  0.0783
H: 23.26 5.55 17.24  0.1033
H: 24.60 5.90 8.09  0.0852
H: 28.83 12.86 13.33  0.0992
H: 26.72 8.84 14.54  0.1052
H: 24.21 12.75 14.91  0.1115
H: 14.09 6.62 17.53  0.0999
H: 24.77 11.00 6.69  0.0948
H: 28.22 12.10 11.80  0.0782

HOMO: -10.432 eV


Relative to the most stable structure, the computed energies are run A 0.0; run B 125.1, all in kcal/mol.


Run A
Density functional theory data (ωB97M-V/def2-TZVPD) for a 3-piece molecular cluster, CH6N2O overall.

Each line ends with the Löwdin charge.
Cartesian coordinates (Å):
O: 1.87 -0.49 0.13  -0.1955
N: 0.66 -0.21 -0.26  -0.0995
N: 2.74 0.45 -0.05  0.0745
C: -0.28 -1.22 -0.01  -0.1401
H: -0.86 2.13 -0.09  -0.0061
H: 0.10 -1.64 0.94  0.0760
H: -1.39 2.71 0.34  0.0176
H: -0.18 -1.97 -0.97  0.1353
H: 3.53 0.08 0.44  0.0396
H: -1.30 -0.65 -0.04  0.0982

HOMO (spin up / spin down): -9.526 / -9.159 eV


Run B
Density functional theory data (ωB97M-V/def2-TZVPD) for one molecule with the formula CH6N2O.

Each line ends with the Löwdin charge.
Cartesian coordinates (Å):
O: 0.48 0.28 1.59  -0.3263
N: 0.27 -1.27 0.03  0.1221
N: 0.70 0.31 0.23  -0.2637
C: -0.36 1.09 -0.42  -0.1205
H: -0.47 -1.43 -0.65  0.1115
H: 0.07 -1.13 1.13  0.1302
H: -0.30 0.98 -1.51  0.0721
H: -1.35 0.82 -0.05  0.0770
H: 1.13 -1.78 -0.20  0.1162
H: -0.17 2.13 -0.17  0.0814

Structure (SMILES): CN([NH3+])[O-]
HOMO: -7.877 eV


Run C
Density functional theory data (ωB97M-V/def2-TZVPD) for a 2-piece molecular cluster, CH6N2O overall.

Each line ends with the Löwdin charge.
Cartesian coordinates (Å):
O: 1.15 0.15 -0.55  -0.3404
N: 1.55 -0.39 0.72  0.0189
N: 0.14 1.09 -0.38  0.0075
C: -1.50 -0.36 -0.16  0.1153
H: -1.91 -0.23 0.79  -0.0041
H: 1.08 0.36 1.35  0.1140
H: -2.10 -0.18 -0.96  -0.0187
H: 2.52 -0.56 0.65  0.0533
H: -0.11 1.29 -1.36  0.0606
H: -0.83 -1.16 -0.10  -0.0065

HOMO (spin up / spin down): -7.946 / -8.036 eV


Run D
Density functional theory data (ωB97M-V/def2-TZVPD) for a 2-piece molecular cluster, CH6N2O overall.

Each line ends with the Löwdin charge.
Cartesian coordinates (Å):
O: 0.98 -2.08 1.08  -0.0917
N: -1.23 1.23 0.25  0.1058
N: 0.40 0.09 -0.96  0.0026
C: -0.14 1.19 -0.53  -0.3661
H: 0.21 2.18 -0.85  0.1158
H: 0.95 -1.40 0.40  -0.0410
H: -1.80 2.05 0.26  0.0963
H: 0.32 0.11 -1.97  0.0479
H: -1.74 0.36 0.33  0.1071
H: 0.66 -2.87 0.62  0.0233

Structure (SMILES): [H]/N=C/N.O
HOMO: -8.755 eV


Relative to the most stable structure, the computed energies are run A 138.9; run B 76.3; run C 124.6; run D 0.0, all in kcal/mol.